[1]
Computed, not measured: C42H38ClFN5O3PSTa as an isolated structure, with ωB97M-V/def2-TZVPD.

Last column: Mulliken charge in e.
Element x y z (Å)
1 Ta -0.5766 0.9186 0.2814  0.460
2 Cl 2.1228 -7.5517 0.9587  -0.208
3 S 0.0419 0.5051 2.7806  -0.417
4 P 1.6500 -0.0172 -0.7140  1.325
5 F 0.1885 2.6383 0.6300  -0.804
6 O -1.6622 -3.3834 -0.6673  -0.423
7 O -2.3772 -1.4209 2.1897  -0.569
8 O -0.9578 -1.0476 0.4844  0.608
9 N -0.4076 2.9377 3.8990  0.485
10 N 0.1305 4.1672 4.1168  -1.004
11 N 2.6478 2.3406 2.4324  -0.743
12 N -2.4656 1.2681 -0.1533  0.909
13 N 1.5433 2.8209 3.1141  0.327
14 C 2.2622 -1.6855 -0.4754  0.878
15 C -0.9252 1.8042 -2.9022  -0.611
16 C 0.2328 -5.6935 1.4893  -1.120
17 C -5.3290 1.4315 -2.5063  -0.736
18 C 0.4097 2.1043 3.2733  0.170
19 C -0.6556 -4.6855 1.1251  -0.717
20 C -2.9880 1.9568 1.0089  -0.700
21 C -0.7847 -4.3302 -0.2088  1.156
22 C 2.7761 -3.4798 1.0398  -0.654
23 C 3.4524 -4.1389 0.0240  -0.747
24 C -4.3277 1.9815 3.0035  -0.954
25 C 0.8903 0.3769 -2.2821  0.216
26 C 2.9354 -2.3531 -1.4976  -0.408
27 C 0.9799 -6.3177 0.5157  0.036
28 C -3.8508 1.3088 1.8976  0.226
29 C -0.5077 1.7122 -4.2164  -0.842
30 C 4.0139 3.2890 -0.8233  -0.845
31 C 4.2488 0.6711 0.0857  -0.612
32 C 2.3403 5.1637 3.6141  -1.246
33 C 5.1758 2.8779 -0.1739  -0.545
34 C -0.0099 -4.9453 -1.1983  1.071
35 C 3.5250 -3.5804 -1.2457  -0.762
36 C -4.4707 1.7462 -1.4640  -0.392
37 C 2.1745 -2.2550 0.7927  0.151
38 C 1.3253 0.2712 -3.6023  -0.697
39 C -3.1701 -0.2194 -1.9525  -0.070
40 C -2.5465 -2.8313 0.2714  -1.901
41 C 5.2921 1.5715 0.2738  -0.841
42 C -3.3851 0.9212 -1.1824  0.282
43 C -1.9446 -1.7081 1.1070  0.871
44 C 0.5991 0.9347 -4.5721  -0.908
45 C -3.1184 3.9587 2.3477  -0.924
46 C 3.0847 1.0806 -0.5515  0.781
47 C 1.3275 4.0859 3.6267  1.116
48 C -0.1412 -4.5099 -2.6282  -1.401
49 C -2.6380 3.2863 1.2272  0.351
50 C -4.0339 -0.5273 -2.9914  -1.265
51 C -0.2391 1.1091 -1.8942  0.592
52 C -3.9570 3.3071 3.2366  -0.554
53 C -5.1155 0.2949 -3.2736  -0.715
54 C 2.9726 2.3959 -1.0133  -0.607
55 C 0.8639 -5.9471 -0.8176  -0.608
56 H 2.6648 5.3814 2.5959  0.292
57 H -3.8563 -1.4159 -3.5837  0.503
58 H -3.3642 -2.3839 -0.2969  0.432
59 H 2.7439 2.8056 1.5347  0.155
60 H -4.3422 3.8301 4.1026  0.413
61 H 3.9101 -5.1005 0.2184  0.458
62 H -2.9759 -3.5839 0.9331  0.551
63 H 0.3354 -5.9814 2.5266  0.497
64 H 3.9263 4.3023 -1.1938  0.470
65 H -5.7891 0.0515 -4.0841  0.440
66 H -2.3125 -0.8512 -1.7544  0.924
67 H -2.8431 4.9922 2.5128  0.456
68 H 2.0704 2.7196 -1.5208  0.336
69 H -4.1254 0.2795 1.7146  0.469
70 H 0.5298 -5.0809 -3.2681  0.406
71 H 2.7067 -3.9247 2.0237  0.439
72 H -1.0446 2.2489 -4.9886  0.439
73 H -1.3766 2.7495 4.1145  0.255
74 H -2.0040 3.7944 0.5125  0.515
75 H 2.2173 -0.2835 -3.8624  0.501
76 H -4.6456 2.6313 -0.8649  0.488
77 H 3.2154 4.8850 4.2024  0.319
78 H 5.9937 3.5733 -0.0363  0.425
79 H -1.2323 -4.2035 1.9029  0.394
80 H -6.1695 2.0787 -2.7200  0.425
81 H -1.7924 2.4084 -2.6650  0.491
82 H 3.4815 2.4508 2.9950  0.297
83 H 3.0099 -1.9152 -2.4852  0.234
84 H -4.9918 1.4788 3.6939  0.456
85 H -1.1627 -4.6435 -2.9873  0.351
86 H 1.8993 6.0585 4.0449  0.361
87 H 0.0953 -3.4479 -2.7316  0.083
88 H 4.3494 -0.3463 0.4416  0.377
89 H 1.6452 -1.7372 1.5843  0.146
90 H 6.1984 1.2396 0.7633  0.451
91 H 0.8999 0.8775 -5.6101  0.439
92 H 1.4695 -6.4459 -1.5638  0.398
93 H 4.0451 -4.0998 -2.0402  0.455

Atoms 1-3, force components in eV/Å:
Ta -0.8021 -0.4703 0.1922
Cl -0.0043 0.0044 -0.0007
S 0.0762 0.1186 -0.0133

Maximum force = 0.95 eV Å⁻¹
E = -94678.2388 eV
LUMO energy = -3.02 eV
Frontier orbital gap = 7.277 eV
Total charge = +1

---

[2]
Computed, not measured: C42H38ClGeNO5SW as an isolated structure, with ωB97M-V/def2-TZVPD.

Last column: Mulliken charge in e.
Element x y z (Å)
1 W 0.0807 -0.0024 0.2181  1.118
2 Ge 0.2949 -2.3237 -1.9623  2.241
3 Cl -7.1960 5.1522 -3.2415  -0.228
4 S 0.6158 -1.1973 2.1318  -0.540
5 O -3.4210 1.1471 -1.2116  0.921
6 O -1.7088 -0.6357 -0.3000  0.273
7 O -3.0250 -1.1308 1.4386  -0.582
8 O -0.8640 1.2625 1.4788  0.386
9 O -2.0791 2.4218 2.9022  -0.716
10 N -0.5756 1.4793 -1.3624  -0.163
11 C -1.1437 1.0553 5.0903  -0.932
12 C -4.4536 3.3020 -0.9837  1.491
13 C -0.8586 -4.9322 -1.9591  -0.437
14 C -5.3487 4.2351 -1.4976  -1.246
15 C 1.8741 3.4723 -1.2371  -0.329
16 C -2.8511 -0.5693 0.3924  0.162
17 C 0.8037 5.5949 -0.8835  -0.515
18 C -1.3022 1.5142 2.6879  0.392
19 C -0.7250 -3.7838 -1.1754  0.045
20 C -5.9619 2.7485 -3.2971  -1.111
21 C -2.2275 -5.9582 -0.2730  -0.497
22 C 0.3331 5.1308 0.3378  -0.686
23 C 0.0146 -0.4741 3.6350  1.177
24 C 0.4214 -1.1861 4.7680  -0.955
25 C 0.0539 -0.7837 6.0370  -0.593
26 C 0.6237 3.8432 0.7646  0.046
27 C 3.7863 -4.4629 -2.9664  -0.824
28 C -3.9495 0.2533 -0.2483  -1.155
29 C 1.8333 -3.0693 -4.3587  -0.312
30 C -2.9450 -0.9612 -4.2960  -0.837
31 C 1.7676 -3.1278 -2.9690  -0.182
32 C 1.2840 -1.1441 -0.6530  -0.744
33 C -2.0978 -4.8244 0.5154  -0.957
34 C -2.1587 -1.6478 -3.3804  -0.370
35 C 2.8653 -3.6962 -5.0472  -0.734
36 C -0.2691 -0.3100 -4.0037  -0.231
37 C 3.8431 -4.3907 -4.3524  -0.464
38 C -5.0716 1.8116 -2.7975  -0.545
39 C -1.0548 0.3888 -4.9104  -0.902
40 C 1.6628 1.5626 0.3617  -1.878
41 C 1.5854 4.7594 -1.6679  -0.711
42 C -1.3514 -3.7422 0.0675  0.392
43 C -0.7805 0.6624 3.8015  -0.080
44 C -3.6486 3.5962 0.2481  -0.989
45 C -0.7351 0.3476 6.2027  -0.625
46 C 1.3894 2.9795 -0.0215  0.508
47 C -2.3967 0.0619 -5.0564  -0.490
48 C -0.8122 -1.3299 -3.2223  0.251
49 C -4.3344 2.0884 -1.6585  -0.145
50 C -1.6060 -6.0126 -1.5131  -0.715
51 C 2.7551 -3.8364 -2.2837  -0.336
52 C -6.0893 3.9562 -2.6338  0.152
53 H -2.5891 3.3821 0.1126  -0.139
54 H -6.5440 2.5497 -4.1858  0.461
55 H -2.5820 -4.7724 1.4822  0.453
56 H 0.5730 6.5991 -1.2142  0.403
57 H 2.7170 -3.9147 -1.2015  0.393
58 H 1.0723 -2.5361 -4.9167  0.308
59 H -0.6216 1.1827 -5.5058  0.449
60 H -1.7658 1.9346 5.1826  0.480
61 H -0.3678 -4.9916 -2.9252  0.383
62 H 2.9023 -3.6418 -6.1279  0.414
63 H 0.3836 -1.3540 6.8957  0.395
64 H 4.6470 -4.8788 -4.8882  0.385
65 H 1.9774 5.1108 -2.6143  0.419
66 H -4.4651 0.7878 0.5530  0.481
67 H 0.1599 1.7943 -1.9850  0.369
68 H 2.4991 2.8300 -1.8515  0.462
69 H -2.5983 -2.4369 -2.7800  0.416
70 H -1.2752 -2.8657 0.6967  -0.224
71 H 1.9037 1.4985 1.4276  0.626
72 H -2.8116 -6.7996 0.0777  0.376
73 H -3.9888 -1.2265 -4.4144  0.505
74 H 0.2405 3.5059 1.7181  0.318
75 H -4.9280 0.8587 -3.2892  0.487
76 H 2.3038 -1.5195 -0.6588  0.748
77 H -3.0106 0.6032 -5.7650  0.414
78 H -5.4659 5.1921 -1.0059  0.447
79 H -0.2683 5.7742 0.9678  0.446
80 H 1.0346 -2.0682 4.6344  0.455
81 H -4.6643 -0.4387 -0.7097  0.271
82 H 4.5428 -5.0107 -2.4192  0.404
83 H -1.3532 1.1031 -1.9019  -0.188
84 H -0.9166 2.3039 -0.8726  -0.185
85 H 2.5386 1.2155 -0.1847  0.558
86 H 0.7816 -0.0527 -3.9022  0.645
87 H -1.0307 0.6709 7.1918  0.395
88 H -3.7472 4.6431 0.5305  0.424
89 H -3.9566 2.9929 1.1031  0.347
90 H -1.7000 -6.8962 -2.1316  0.401

Atoms 1-3, force components in eV/Å:
W 0.2392 -0.2219 0.0198
Ge -0.0333 -0.0588 -0.0795
Cl -0.0019 0.0035 -0.0028

Maximum force = 0.33 eV Å⁻¹
E = -137599.6578 eV
LUMO energy = -0.69 eV
Frontier orbital gap = 7.725 eV

---

[3]
Computed, not measured: C42H38ClMoN11O3S2 as an isolated structure, with ωB97M-V/def2-TZVPD.

Last column: Mulliken charge in e.
Element x y z (Å)
1 Mo -0.2337 0.2466 -0.0882  -1.180
2 Cl 2.4724 1.1566 -7.3021  -0.210
3 S 0.7016 -2.3758 1.5697  0.450
4 S -1.7547 1.5982 -1.4398  -0.419
5 O 0.9194 -0.9065 -1.2413  0.041
6 O 1.3521 -3.0881 -3.3767  -0.519
7 O -0.0270 -2.8220 -0.4324  -0.704
8 N 0.9743 -0.9614 1.1198  0.271
9 N -0.8146 3.4380 -3.2800  0.168
10 N 1.9503 3.3143 3.0141  -0.524
11 N 0.6714 2.3031 -2.1448  0.234
12 N 1.0893 1.4002 -1.2418  -0.518
13 N -1.9242 -0.3992 -1.1821  1.179
14 N -4.3879 -1.4091 -2.1374  -0.568
15 N 0.7873 1.7472 0.9643  0.303
16 N 0.4360 3.8630 -3.7052  -0.805
17 N -1.7732 1.2210 0.8862  1.076
18 N -7.0147 4.3922 4.3631  -0.546
19 C 3.8665 -4.6171 0.3279  -0.726
20 C 1.6560 -2.0586 -4.2259  0.406
21 C 2.4109 -2.9688 1.3687  0.245
22 C 1.2750 3.1521 -2.9941  1.199
23 C -1.4487 2.1204 1.8231  0.490
24 C -3.1159 -0.0182 -0.6076  0.112
25 C 2.1187 1.9546 1.0473  -0.473
26 C -7.0697 3.0904 4.0202  -0.409
27 C 2.6864 2.7218 2.0476  -0.799
28 C 2.1623 -0.0683 -6.1320  -0.147
29 C 2.7574 3.2465 -3.0886  -1.090
30 C 4.8001 -2.9664 1.8183  -0.799
31 C 0.6102 3.1012 2.9326  -0.198
32 C -4.8467 4.4899 3.3097  -0.511
33 C 1.3467 -1.1489 -6.4599  -0.822
34 C -4.3127 -0.5333 -1.1003  -0.177
35 C -1.9973 -1.2696 -2.2115  -0.699
36 C -0.6617 2.4669 -2.3087  -0.117
37 C 1.7547 -3.0056 -1.9964  -1.372
38 C 2.7224 0.0289 -4.8641  -1.148
39 C 2.4691 -0.9655 -3.9150  -0.304
40 C 0.7656 -2.1018 3.3677  0.313
41 C -2.4574 2.7510 2.5320  -0.811
42 C -5.9040 5.0630 4.0016  -0.437
43 C 0.7210 -1.8217 6.1688  -0.582
44 C -3.2011 -1.7627 -2.6784  -0.712
45 C 0.3857 -0.7438 5.3516  -0.600
46 C 1.0652 -3.1861 4.2043  -0.596
47 C 2.5961 -4.0693 0.5237  -1.117
48 C 0.1805 -3.2984 -5.8591  -1.241
49 C 1.0558 -3.0462 5.5950  -0.763
50 C -4.0782 1.5589 1.1830  -0.996
51 C 0.3959 -0.8891 3.9612  0.021
52 C 3.5278 -2.4201 2.0109  -0.368
53 C -6.0604 2.4298 3.3346  -0.527
54 C -3.0303 0.9393 0.5205  0.750
55 C 0.7723 -2.1611 -1.1596  1.067
56 C 0.0099 2.3376 1.9349  -0.156
57 C -3.8054 2.4733 2.2238  0.022
58 C 1.0869 -2.1506 -5.5108  1.114
59 C -4.9084 3.1334 2.9583  0.000
60 C 4.9691 -4.0661 0.9783  -0.491
61 H -3.9967 5.1105 3.0436  0.472
62 H -2.2174 3.4598 3.3168  0.739
63 H -5.2746 -0.2663 -0.6796  0.408
64 H 1.3066 -4.1486 3.7622  0.455
65 H 3.7574 2.8815 2.0988  0.444
66 H 5.6525 -2.5235 2.3228  0.458
67 H 1.8642 1.8074 -0.4358  0.830
68 H 0.0380 3.5781 3.7195  0.490
69 H 1.7366 -4.0333 -1.6137  0.731
70 H 1.3020 -3.8976 6.2209  0.417
71 H 3.9874 -5.4665 -0.3361  0.473
72 H -6.1803 1.3745 3.1140  0.488
73 H 3.1697 2.2750 -3.3748  0.056
74 H 0.7087 -1.7104 7.2481  0.411
75 H -5.1045 1.3651 0.8934  0.808
76 H 1.8642 0.5941 -1.6489  0.337
77 H 3.0435 3.9924 -3.8347  0.370
78 H 0.1076 -0.0532 3.3290  0.208
79 H -0.6895 -3.3089 -5.1941  0.149
80 H 0.1051 0.2105 5.7852  0.439
81 H -1.6755 3.8143 -3.6564  0.181
82 H 3.4049 -1.5592 2.6607  0.492
83 H 2.7910 -2.6713 -1.8830  0.341
84 H -0.1895 -3.2199 -6.8866  0.419
85 H 1.7893 -0.5289 1.5778  -0.007
86 H 0.7182 -4.2479 -5.7708  0.311
87 H 3.1698 3.5330 -2.1172  0.306
88 H 2.7193 1.4831 0.2784  0.622
89 H 5.9576 -4.4864 0.8249  0.436
90 H -1.0511 -1.5604 -2.6525  0.701
91 H -1.2819 -0.8016 0.9600  0.385
92 H -3.2435 -2.4608 -3.5066  0.429
93 H 2.8914 -0.8368 -2.9231  0.579
94 H 0.9019 -1.2082 -7.4487  0.414
95 H 1.7361 -4.4911 0.0112  1.380
96 H 3.3405 0.8782 -4.5897  0.783
97 H -5.8816 6.1099 4.2907  0.381
98 H -7.9757 2.5701 4.3199  0.383

Atoms 1-3, force components in eV/Å:
Mo -3.2223 -2.1100 2.4679
Cl 0.0331 0.1938 -0.1219
S 1.2007 -3.0030 4.9025

Maximum force = 8.65 eV Å⁻¹
E = -102729.7485 eV
LUMO energy (alpha / beta) = -6.97 / -7.39 eV
Spin multiplicity = 3
Expectation value of S² = 2.02
Frontier orbital gap (alpha / beta) = 5.586 / 5.163 eV
Total charge = +2

---

Number 3 is which compound?
C42H38ClMoN11O3S2

---

Which of these has the highest maximum force?
C42H38ClMoN11O3S2